C5H16N2O | ωB97M-V/def2-TZVPD

The geometry in XYZ format:
```
24
Properties=species:S:1:pos:R:3:nbo_charge:R:1
C -0.97078 -2.29628 0.03931 -0.2186
C -1.31635 -0.96072 0.71224 -0.4978
C -0.10093 -0.17810 1.22130 -0.4260
C 0.76009 0.42637 0.10902 -0.2528
N 2.18338 0.45641 0.49947 -0.6449
C 2.87266 1.66256 0.08254 -0.4435
N -2.16249 -2.98083 -0.49734 -0.8466
H -0.32435 -2.04491 -0.79716 0.1820
H -0.42183 -2.95195 0.70583 0.1702
H -1.90822 -0.40937 -0.02074 0.1822
H -1.98859 -1.11730 1.55988 0.1800
H -0.56783 0.60790 1.82498 0.1976
H 0.44910 -0.77020 1.95776 0.1786
H 0.61394 -0.05302 -0.85654 0.1886
H 0.40211 1.44788 0.03906 0.1859
H 2.29820 0.32081 1.49113 0.3488
H 3.23936 2.33084 0.87257 0.1723
H 3.73937 1.37999 -0.53336 0.1700
H 2.39343 2.38510 -0.58072 0.2100
H -2.62816 -3.46883 0.25504 0.3416
H -2.76705 -2.26621 -0.88268 0.3492
H -1.28115 3.30177 -1.79267 0.3030
H -1.66034 2.43428 -2.93408 0.3183
O -0.85358 2.74378 -2.47484 -1.3482
```

Output
2S+1: 2
gap between HOMO and LUMO (alpha / beta): 2.6 / 9.3 eV
LUMO energy (alpha / beta): 3.60 / 3.50 eV
relative energy (zero: lowest compared OMol25 entry of this formula, charge and spin): 55.0 kJ/mol
electronic energy: -10470.2505 eV
total charge: -1

=====

C5H16N2O | ωB97M-V/def2-TZVPD

The geometry in XYZ format:
```
24
Properties=species:S:1:pos:R:3:nbo_charge:R:1
C -1.53662 -1.65078 -1.69269 -0.6351
C -0.70810 -0.40614 -1.18459 -0.0401
N -1.19122 0.89776 -1.84096 -0.8690
C -0.72494 -0.31813 0.29362 -0.4653
C 0.00557 -1.29144 1.11828 -0.4224
C 1.62460 -0.87323 1.14576 -0.2161
N 1.87748 0.44043 1.93904 -0.8759
H -1.64185 -1.83196 -2.73675 0.2100
H -2.51598 -1.36508 -1.37489 0.1923
H -1.32232 -2.66184 -1.36684 0.2201
H 0.29513 -0.64812 -1.58128 0.1870
H -0.62709 1.27443 -2.49616 0.3616
H -2.17054 0.73388 -2.16675 0.3649
H -1.73433 -0.21464 0.70642 0.2071
H -0.39790 0.82328 0.57501 0.2427
H -0.34032 -1.20523 2.14232 0.2158
H 0.16228 -2.31617 0.58079 0.2054
H 1.96272 -0.58807 0.11703 0.1883
H 2.23304 -1.61614 1.70533 0.1936
H 1.56143 0.25757 2.89821 0.3382
H 1.43257 1.25606 1.54639 0.3840
O 0.64105 2.52612 0.35466 -0.9655
H -0.03254 2.54741 -0.36946 0.5017
H 1.24046 3.21664 0.21456 0.4767
```

Output
2S+1: 1
gap between HOMO and LUMO: 9.2 eV
LUMO energy: 0.82 eV
structure (SMILES): C[C@@H](N)CCCN.O
relative energy (zero: lowest compared OMol25 entry of this formula, charge and spin): 200.7 kJ/mol
electronic energy: -10470.4416 eV
total charge: 0

=====

C5H16N2O | ωB97M-V/def2-TZVPD

The geometry in XYZ format:
```
24
Properties=species:S:1:pos:R:3:nbo_charge:R:1
C 0.44875 -2.81571 -0.40084 -0.5945
C 0.66137 -1.50354 -1.21117 -0.4302
C 1.27849 -0.38861 -0.30513 -0.4522
C 0.26435 0.01083 0.70236 -0.2946
N -1.06890 0.37058 0.13700 -0.5222
C -1.65989 1.13270 1.18702 -0.0675
N -0.87724 2.32111 1.48653 -0.8497
H 1.45201 -3.08598 -0.08951 0.2068
H -0.17849 -2.51280 0.44990 0.2061
H -0.04092 -3.61757 -0.94971 0.2131
H 1.27564 -1.75279 -2.04424 0.2090
H -0.41794 -1.29440 -1.52988 0.2366
H 1.59143 0.54180 -0.89114 0.2555
H 2.32067 -0.68366 0.13450 0.2315
H 0.22333 -0.66295 1.57942 0.2137
H 0.75678 0.90701 1.14566 0.2453
H 0.05645 0.39481 -2.31657 0.1082
H -1.69306 0.47332 2.12440 0.2138
H -2.69589 1.37128 0.94438 0.1712
H -1.44515 3.01816 2.00201 0.3703
H -0.34803 2.60985 0.63091 0.4065
H -0.68711 0.93509 -0.78747 0.3537
H 0.23720 1.82590 -1.38852 0.3906
O 0.54615 2.40558 -0.60991 -0.8210
```

Output
2S+1: 1
gap between HOMO and LUMO: 4.6 eV
LUMO energy: -4.00 eV
relative energy (zero: lowest compared OMol25 entry of this formula, charge and spin): 959.6 kJ/mol
electronic energy: -10462.5764 eV
total charge: 0

=====

C5H16N2O | ωB97M-V/def2-TZVPD

The geometry in XYZ format:
```
24
Properties=species:S:1:pos:R:3:nbo_charge:R:1
C -0.85939 2.43279 -1.61222 -0.6163
C -0.37502 0.98009 -1.52317 -0.2185
N 0.35758 0.72977 -0.24614 -0.6435
C -0.15390 -0.36965 0.59454 -0.2205
C 0.86635 -1.52250 0.66396 -0.0508
C 0.86827 -2.37061 -0.59625 -0.6239
N 0.66689 -2.34796 1.84825 -0.8937
H -0.12713 3.08502 -1.13709 0.2233
H -0.94000 2.74933 -2.64418 0.2047
H -1.84906 2.56045 -1.15714 0.1949
H -1.24684 0.33877 -1.54445 0.1778
H 0.29923 0.74900 -2.33583 0.1810
H 1.31113 0.50327 -0.48533 0.3526
H -1.11865 -0.73605 0.25389 0.1869
H -0.14455 -0.01232 1.62251 0.1729
H 1.84258 -1.07544 0.81962 0.1802
H 1.29983 -1.82769 -1.43462 0.2098
H -0.11590 -2.75279 -0.86443 0.2042
H 1.50550 -3.24803 -0.44710 0.2200
H 1.18459 -2.17041 2.68417 0.3813
H 0.05329 -3.14782 1.86427 0.3772
O -1.00555 2.78149 2.14252 -0.9367
H -0.61297 1.89175 2.05219 0.4727
H -1.70627 2.77956 1.48201 0.4642
```

Output
2S+1: 1
gap between HOMO and LUMO: 9.6 eV
LUMO energy: 1.00 eV
structure (SMILES): CCNC[C@H](C)N.O
relative energy (zero: lowest compared OMol25 entry of this formula, charge and spin): 99.4 kJ/mol
electronic energy: -10471.4918 eV
total charge: 0

=====

C5H16N2O | ωB97M-V/def2-TZVPD

The geometry in XYZ format:
```
24
Properties=species:S:1:pos:R:3:nbo_charge:R:1
C -1.04948 2.68150 -1.55328 -0.6144
C -0.47028 1.58254 -0.70674 -0.4296
C -0.96005 0.23640 -1.43814 -0.2160
N -0.48738 -1.12905 -0.97180 -0.6152
C -1.03024 -1.48798 0.35963 -0.2463
C -0.27203 -1.01321 1.54449 -0.2569
N 0.41167 -2.29473 1.95965 -0.8566
H -0.35235 2.56257 -2.44104 0.1984
H -2.11622 2.44163 -1.80771 0.2066
H -1.10070 3.71174 -1.30794 0.2195
H -0.82898 1.62935 0.37849 0.1911
H 0.59583 1.59172 -0.75716 0.1806
H -0.55467 0.47132 -2.48316 0.1930
H -2.12485 0.13049 -1.31032 0.1922
H 0.57204 -1.04764 -0.80164 0.3313
H -2.08579 -1.20956 0.39591 0.1926
H -0.86813 -2.64902 0.22677 0.2309
H 0.33865 -0.21809 1.24373 0.1725
H -1.01343 -0.51538 2.27886 0.1993
H 1.18739 -2.44122 1.35780 0.3555
H 0.72249 -2.43868 2.92447 0.3689
O 3.14430 0.93080 0.66377 -0.9324
H 3.41111 1.27433 -0.18328 0.4698
H 2.28558 1.23096 0.82537 0.4653
```

Output
2S+1: 1
gap between HOMO and LUMO: 9.5 eV
LUMO energy: 0.69 eV
structure (SMILES): CCCNCCN.O
relative energy (zero: lowest compared OMol25 entry of this formula, charge and spin): 254.2 kJ/mol
electronic energy: -10469.8874 eV
total charge: 0

=====

C5H16N3 | ωB97M-V/def2-TZVPD

The geometry in XYZ format:
```
24
Properties=species:S:1:pos:R:3:nbo_charge:R:1
N 0.74657 -1.96875 -0.34127 -0.9019
C 0.33709 -1.43352 -1.61381 -0.2245
C -1.01851 -0.73676 -1.55722 -0.2229
N -1.06299 0.41750 -0.67609 -0.6435
C -0.52474 1.65356 -1.20963 -0.2106
C 0.26494 2.53276 -0.26061 -0.6158
N 0.66795 -0.39304 1.94466 -0.4046
C -0.07473 -0.90592 3.08109 -0.5020
H -0.55821 0.20145 0.16991 0.3641
H 1.64334 -2.42953 -0.33295 0.3574
H 0.66031 -1.35802 0.48021 0.3848
H 1.08662 -0.70052 -1.96913 0.1455
H 0.32576 -2.16293 -2.42950 0.1849
H -1.30907 -0.54062 -2.58485 0.1943
H -1.71066 -1.43538 -1.07877 0.1958
H 1.19348 2.10460 0.11657 0.1988
H 0.12746 1.45361 -2.08128 0.1582
H -1.28356 2.25464 -1.72452 0.1752
H 0.47769 3.44264 -0.82328 0.2152
H -0.32936 2.79483 0.61466 0.2002
H 1.29810 0.32723 2.31103 0.3095
H -0.52782 -0.06225 3.60137 0.2109
H 0.48018 -1.59828 3.71545 0.2241
H -0.90982 -1.45730 2.64797 0.2069
```

Output
2S+1: 2
gap between HOMO and LUMO (alpha / beta): 8.9 / 7.0 eV
LUMO energy (alpha / beta): 0.92 / -1.05 eV
relative energy (zero: lowest compared OMol25 entry of this formula, charge and spin): 77.2 kJ/mol
electronic energy: -9911.9855 eV
total charge: 0

=====

C5H16N3 | ωB97M-V/def2-TZVPD

The geometry in XYZ format:
```
24
Properties=species:S:1:pos:R:3:nbo_charge:R:1
C -1.06472 1.49465 -1.89366 -0.6773
C 0.35693 1.02676 -1.75091 -0.0229
N 0.93957 1.84458 -0.57630 -0.6802
C 0.59920 -0.44666 -1.31650 -0.2326
N 0.54500 -0.61208 0.11774 -0.6744
C -0.75346 -0.43142 0.75411 -0.2337
C -0.95448 -1.42236 1.92448 -0.2210
N 0.17239 -1.75318 2.74567 -0.8406
H -1.76692 1.18565 -1.12888 0.2407
H -1.53554 0.81961 -2.61170 0.2603
H -1.16507 2.54448 -2.14402 0.2385
H 0.98777 1.33351 -2.58168 0.2301
H 1.79263 1.51084 -0.18416 0.4412
H 0.35740 1.78646 0.24444 0.4405
H 1.06988 2.81890 -0.84601 0.4322
H 0.07513 -1.05445 -2.06257 0.2118
H 1.68138 -0.51581 -1.48720 0.2080
H 1.08324 -1.38622 0.46630 0.4004
H -1.63831 -0.39229 0.12711 0.1985
H -0.73478 0.58215 1.19793 0.1313
H -1.30022 -2.31086 1.40755 0.2002
H -1.69428 -1.03047 2.61052 0.2106
H 0.57752 -0.98197 3.24837 0.3671
H 0.87716 -2.39925 2.43406 0.3711
```

Output
2S+1: 1
gap between HOMO and LUMO: 9.0 eV
LUMO energy: -3.25 eV
structure (SMILES): C[C@@H]([NH3+])CNCCN
relative energy (zero: lowest compared OMol25 entry of this formula, charge and spin): 216.1 kJ/mol
electronic energy: -9907.4762 eV
total charge: +1

=====

C5H16N3 | ωB97M-V/def2-TZVPD

The geometry in XYZ format:
```
24
Properties=species:S:1:pos:R:3:nbo_charge:R:1
C 0.69803 0.07356 -0.06890 -0.2312
C -0.41359 -0.86754 -0.53647 -0.6386
C 2.23465 -1.77179 0.95564 0.6784
N 1.72562 -0.53091 0.86464 -0.5570
N 2.08395 -2.59639 -0.09884 -0.7759
N 2.91877 -2.22311 2.07169 -0.7998
H 1.40384 0.51924 -0.89238 0.2255
H 0.24973 0.98769 0.50853 0.2459
H -0.66817 -0.51959 -1.55325 0.2469
H -1.45914 -0.55583 -0.00320 0.2476
H 1.76576 0.02851 1.67997 0.4115
H 1.67723 -2.42781 -1.00034 0.4388
H 2.34270 -3.57859 0.05361 0.4222
H 2.99634 -1.48032 2.91684 0.4423
H 3.63270 -2.98161 2.01477 0.4443
H -0.23633 -1.80923 -0.51738 0.1970
C -2.90233 2.07089 -1.29802 -0.6212
C -2.24877 2.88742 -0.23472 -0.6106
H -3.16148 2.55678 -2.28444 0.2245
H -2.29127 1.11588 -1.53783 0.1730
H -3.91575 1.72564 -1.14422 0.2200
H -2.53650 2.58749 0.72092 0.2053
H -2.68575 4.01941 -0.32305 0.2215
H -1.21024 2.77020 -0.29359 0.1898
```

Output
2S+1: 1
gap between HOMO and LUMO: 10.5 eV
LUMO energy: -3.15 eV
relative energy (zero: lowest compared OMol25 entry of this formula, charge and spin): 242.9 kJ/mol
electronic energy: -9907.1986 eV
total charge: +1

=====

C5H16N3 | ωB97M-V/def2-TZVPD

The geometry in XYZ format:
```
24
Properties=species:S:1:pos:R:3:nbo_charge:R:1
C 0.73592 1.01111 0.21645 -0.2403
C 0.77269 2.40657 0.77763 -0.6400
C 0.60161 -0.86826 2.04348 0.7021
N 0.01582 0.10247 1.15877 -0.5609
N 1.97770 -1.21581 1.94361 -0.7583
N -0.21495 -1.46637 2.97270 -0.7639
H 0.46014 0.80740 -0.78340 0.2469
H 1.89636 0.83737 0.14568 0.2096
H -0.34892 2.86652 0.65741 0.2065
H 1.42113 3.25317 0.53123 0.2700
H -0.78067 0.48656 1.61147 0.4041
H 2.29836 -1.07833 0.99863 0.4192
H 2.10081 -2.20338 2.28555 0.4148
H -1.28139 -1.28319 2.84595 0.4372
H -0.00575 -2.30289 3.44395 0.4308
H 0.70470 2.26829 1.87351 0.2180
C -0.62702 -0.10841 -3.07867 -0.6559
C -1.95392 -0.79790 -2.58321 -0.6258
H 0.31639 -0.49501 -2.79854 0.2114
H -0.37927 -0.22338 -4.05394 0.2267
H -0.90296 0.96282 -3.07341 0.2159
H -2.92690 -0.76525 -3.21719 0.2369
H -1.54211 -1.76368 -2.29051 0.2046
H -2.33777 -0.43041 -1.62713 0.1905
```

Output
2S+1: 1
gap between HOMO and LUMO: 10.2 eV
LUMO energy: -3.52 eV
relative energy (zero: lowest compared OMol25 entry of this formula, charge and spin): 301.8 kJ/mol
electronic energy: -9906.5881 eV
total charge: +1

=====

C5H16N3 | ωB97M-V/def2-TZVPD

The geometry in XYZ format:
```
24
Properties=species:S:1:pos:R:3:nbo_charge:R:1
C -0.91509 -2.39340 1.16395 0.0193
C -1.37256 -1.15306 1.01723 -0.1770
N -1.94781 -0.70886 -0.25047 -0.7599
N -0.42225 -2.94608 2.33934 -0.7805
H -0.97488 -3.08708 0.32947 0.1942
H -1.33247 -0.38244 1.77026 0.2163
H -1.23055 0.13019 -0.85842 0.4380
H -1.91021 -1.50032 -0.89445 0.4028
H -2.91980 -0.42708 -0.15769 0.4156
H 0.18833 -2.34826 2.88404 0.3897
H 0.04532 -3.82793 2.17301 0.3904
C 2.06805 1.70030 -1.43894 -0.6272
C 0.98156 0.97060 -0.67689 -0.0472
C 0.63778 1.67440 0.64178 -0.6332
N -0.27063 0.85663 -1.51549 -0.7875
H 3.00028 1.68097 -0.87372 0.2405
H 2.25687 1.27929 -2.42673 0.2198
H 1.80343 2.75342 -1.56174 0.2159
H 1.27068 -0.06220 -0.47822 0.2006
H -0.44048 1.73140 0.79732 0.2067
H 1.10303 1.17810 1.48945 0.2361
H 0.97501 2.71221 0.63339 0.2309
H -0.03637 0.36402 -2.37061 0.3972
H -0.55725 1.80520 -1.73586 0.3986
```

Output
2S+1: 1
gap between HOMO and LUMO: 9.6 eV
LUMO energy: -2.73 eV
relative energy (zero: lowest compared OMol25 entry of this formula, charge and spin): 121.3 kJ/mol
electronic energy: -9908.4591 eV
total charge: +1

=====

- Among the records above, which one has the lowest relative energy (zero: lowest compared OMol25 entry of this formula, charge and spin)?
  number 1

=====

- The highest relative energy (zero: lowest compared OMol25 entry of this formula, charge and spin) belongs to which entry?
  number 3

=====

- Look up the 2S+1 of the third one.
  1